This record from the Open Molecules 2025 dataset describes 2 unconnected molecules or ions with the total composition C14H16O. The level of theory is the ωB97M-V functional and the def2-TZVPD basis.

The geometry in XYZ format:
```
31
Properties=species:S:1:pos:R:3:lowdin_charge:R:1
C -0.54760 0.21636 -3.49321 -0.06
C 0.39414 -0.63924 -2.66509 -0.30
C 1.34846 0.00383 -1.96631 -0.07
C 2.35148 -0.70228 -1.22187 -0.02
C 2.10557 -2.03822 -0.96990 -0.33
O 2.66785 -2.79173 0.00301 0.07
C 1.19036 -2.71761 -1.82239 -0.01
C 0.47173 -2.04797 -2.77229 -0.04
H -1.56608 -0.16576 -3.31874 0.08
H -0.41458 0.06412 -4.56733 0.07
H -0.57268 1.29377 -3.35696 0.07
H 1.57129 1.05873 -1.83507 0.11
H 3.29276 -0.27661 -0.89499 0.11
H 3.09052 -2.24758 0.64567 0.09
H 1.17547 -3.80142 -1.85591 0.12
H -0.09926 -2.51514 -3.56459 0.12
C 0.34337 2.26970 1.07008 -0.07
C -0.63373 1.48989 1.84941 -0.29
C -1.81813 1.04911 1.25786 -0.05
C -2.80384 0.49462 2.05597 -0.09
C -2.54870 0.09888 3.36710 -0.10
C -1.31315 0.37804 3.90118 -0.09
C -0.43833 1.24986 3.21485 -0.05
H 1.01267 1.68029 0.41642 0.06
H 1.03285 2.82927 1.71528 0.08
H -0.00282 3.06530 0.41157 0.08
H -1.98465 1.10749 0.19867 0.11
H -3.82336 0.45675 1.68402 0.10
H -3.11548 -0.59114 3.98096 0.10
H -0.85961 0.16902 4.85995 0.10
H 0.49348 1.55966 3.67265 0.10
```

Its spin multiplicity is 1. The SMILES is Cc1ccc(O)cc1.Cc1ccccc1. The gap between HOMO and LUMO comes out at 0.33408 Ha. The LUMO energy comes out at 0.756 eV. Its HOMO energy is -8.3351 eV.

This record from the Open Molecules 2025 dataset describes 6 unconnected molecules or ions with the total composition C22H58F3N5O8S. The level of theory is the ωB97M-V functional and the def2-TZVPD basis.

The geometry in XYZ format:
```
97
Properties=species:S:1:pos:R:3:lowdin_charge:R:1
C 20.75467 16.01461 10.18678 0.00
C 19.48095 15.32174 10.08036 -0.34
O 18.92673 14.69774 11.01561 0.15
N 19.04216 15.38093 8.61818 0.09
H 18.68927 16.31887 8.49232 0.18
H 19.81411 15.31499 7.97021 0.18
C 17.98669 14.33594 8.29583 0.04
H 20.92197 17.02592 9.81614 0.11
H 21.61203 15.39169 9.93183 0.12
H 20.87635 16.24813 11.24449 0.11
H 18.30647 13.35784 8.65516 0.12
H 18.10395 14.24217 7.21621 0.11
H 17.03107 14.74265 8.62671 0.12
C 23.60519 24.53462 13.28938 0.04
C 23.09220 25.92964 12.97824 -0.36
O 22.11156 26.50542 13.40156 0.18
N 24.19729 26.77974 12.39857 0.09
H 24.68659 26.23659 11.70168 0.16
H 23.84223 27.55626 11.85906 0.18
C 25.28381 27.23751 13.42700 0.07
H 22.71252 23.91435 13.36989 0.11
H 24.12979 24.56080 14.24449 0.11
H 24.26018 24.17757 12.49465 0.10
H 26.19887 27.55187 12.92506 0.11
H 25.59226 26.49154 14.15946 0.11
H 24.86392 28.16942 13.80560 0.11
C 12.84633 18.52537 14.56076 0.01
N 13.59875 17.17948 14.74586 -0.30
C 13.55484 16.33018 13.41119 0.06
C 15.03970 17.57269 14.99888 0.00
C 12.97510 16.37962 15.96468 -0.05
C 13.68713 15.10649 16.45788 -0.25
O 13.46626 14.11377 15.50973 -0.05
H 12.65800 19.16199 15.42524 0.11
H 11.84028 18.36056 14.17499 0.10
H 13.38362 19.04581 13.76793 0.10
H 13.81065 17.08793 12.67059 0.09
H 12.50554 16.04967 13.31968 0.11
H 14.33201 15.56899 13.47964 0.11
H 15.52136 17.89513 14.07577 0.11
H 15.53381 16.72741 15.47790 0.10
H 15.12897 18.46176 15.62312 0.11
H 11.93752 16.13268 15.73983 0.14
H 13.01771 17.04610 16.82614 0.13
H 13.27305 14.69613 17.37889 0.14
H 14.71484 15.18391 16.81272 0.12
H 13.42022 13.28076 15.98467 0.11
C 12.62168 25.39074 10.65595 0.02
N 12.92282 26.80902 11.10985 -0.32
C 13.81782 27.60894 10.13227 0.02
C 11.60725 27.62117 11.18861 0.02
C 13.57419 26.87208 12.56634 -0.04
C 14.87873 26.04326 12.83813 -0.19
O 14.47023 24.71101 13.03467 -0.07
H 12.20444 24.88083 11.52428 0.11
H 13.55040 25.02562 10.21747 0.11
H 11.88206 25.29677 9.86082 0.11
H 14.80403 27.14884 10.07050 0.09
H 13.92435 28.61707 10.53282 0.11
H 13.47083 27.57697 9.09946 0.11
H 10.87403 27.01509 11.72073 0.11
H 11.26828 27.77526 10.16418 0.11
H 11.84051 28.57742 11.65688 0.11
H 12.71049 26.59616 13.17132 0.13
H 13.74897 27.93500 12.73296 0.12
H 15.41325 26.31957 13.74699 0.13
H 15.54594 26.02566 11.97638 0.12
H 14.81945 24.18594 12.31084 0.09
C 22.32367 28.07140 3.79573 0.02
N 23.72170 27.52874 3.44497 -0.29
C 24.81557 28.29838 4.28609 0.02
C 23.84649 26.03582 3.89782 0.03
C 24.05168 27.61739 1.90974 -0.08
C 23.83241 28.96776 1.25773 -0.26
O 24.65655 29.90750 1.82129 -0.03
H 21.57354 27.48895 3.26080 0.11
H 22.18391 29.11977 3.53210 0.10
H 22.17062 27.98168 4.87118 0.10
H 24.57517 29.36124 4.31103 0.10
H 25.78593 28.09844 3.83162 0.10
H 24.92692 27.90449 5.29630 0.10
H 23.13455 25.45693 3.30949 0.11
H 23.58518 25.99553 4.95526 0.10
H 24.90428 25.81636 3.75289 0.11
H 23.57509 26.77478 1.40877 0.14
H 25.10428 27.33979 1.85440 0.13
H 22.80772 29.33319 1.19005 0.13
H 24.00274 28.76760 0.19989 0.14
H 25.59711 29.82971 1.64553 0.12
C 18.76245 23.39869 8.29933 -0.65
F 19.14623 24.36872 9.14895 0.09
F 17.46499 23.75175 8.02605 0.06
F 19.49849 23.28313 7.24162 0.18
S 18.58207 21.76592 9.38736 0.53
O 17.45354 22.04997 10.34616 -0.41
O 18.26919 20.65127 8.43072 -0.40
O 19.90405 21.68596 10.01746 -0.39
```

Its spin multiplicity is 1. As for the net charge: +4. The gap between HOMO and LUMO comes out at 0.24871 Ha. The LUMO energy comes out at -7.636 eV. Its HOMO energy is -14.4033 eV.

This record from the Open Molecules 2025 dataset describes a single C22H35N5O4S molecule. The level of theory is the ωB97M-V functional and the def2-TZVPD basis.

The geometry in XYZ format:
```
67
Properties=species:S:1:pos:R:3:lowdin_charge:R:1
O 5.23566 0.83751 -0.85939 0.07
C 4.23857 0.26168 -0.47739 -0.47
N 3.42802 -0.45757 -1.28316 0.07
C 3.45938 -0.33698 -2.71986 -0.15
C 2.54712 0.81532 -3.18231 -0.17
N 1.32965 0.83577 -2.40138 -0.18
C 0.40146 -0.26538 -2.63862 -0.14
C -0.97223 0.19901 -3.13474 -0.14
N -1.55367 1.14973 -2.21443 -0.09
C -2.85165 1.05917 -1.77572 -0.23
C -3.82082 0.35344 -2.50256 -0.03
C -5.12524 0.27293 -2.05986 -0.10
C -5.52048 0.90255 -0.89181 -0.11
C -4.58234 1.62693 -0.17816 -0.10
C -3.27176 1.70769 -0.60576 -0.06
C -0.60418 2.00889 -1.54201 -0.15
C 0.67054 2.12224 -2.36776 -0.17
C 3.78307 0.26759 0.98657 -0.21
C 3.65895 -1.16325 1.52810 -0.12
C 2.93988 -1.18255 2.87482 -0.18
N 1.63987 -0.54132 2.77872 -0.22
S 0.53118 -1.42004 1.89447 0.65
O 0.63649 -1.21823 0.47401 -0.28
O 0.61126 -2.77035 2.36132 -0.25
N -0.84676 -0.63433 2.40174 -0.22
C -1.25544 -0.99365 3.74850 -0.16
C -2.09982 -2.27230 3.74761 -0.19
O -3.19497 -2.15883 2.86330 -0.12
C -2.76181 -1.91317 1.54388 -0.17
C -1.96043 -0.61346 1.46866 -0.16
C 1.74756 0.85357 2.39987 -0.18
C 2.46019 1.04965 1.06199 -0.13
H 2.54289 -0.76979 -0.90922 0.10
H 4.48818 -0.13247 -3.02169 0.12
H 3.13955 -1.28846 -3.15068 0.11
H 3.06634 1.75750 -2.99297 0.12
H 2.36785 0.73237 -4.26847 0.12
H 0.81792 -0.95660 -3.37658 0.12
H 0.26452 -0.81102 -1.69645 0.10
H -1.61303 -0.68031 -3.21225 0.12
H -0.87930 0.64347 -4.13699 0.13
H -3.56269 -0.12153 -3.43610 0.10
H -5.84592 -0.28152 -2.64380 0.10
H -6.54207 0.83831 -0.55082 0.10
H -4.87244 2.13697 0.72968 0.10
H -2.56997 2.27519 -0.01622 0.10
H -0.34120 1.61677 -0.54724 0.12
H -1.04372 3.00473 -1.42326 0.13
H 0.42477 2.50866 -3.37290 0.13
H 1.34643 2.83887 -1.89114 0.13
H 4.54527 0.79745 1.56765 0.15
H 3.08423 -1.78616 0.84207 0.10
H 4.65449 -1.59802 1.63095 0.13
H 3.51407 -0.65180 3.63971 0.13
H 2.76436 -2.20772 3.20204 0.12
H -0.34769 -1.13125 4.33454 0.12
H -1.83688 -0.15861 4.15163 0.13
H -2.52637 -2.45440 4.73532 0.13
H -1.46243 -3.11740 3.45418 0.11
H -3.66216 -1.84493 0.93096 0.13
H -2.13114 -2.74466 1.19338 0.13
H -1.55259 -0.47207 0.46962 0.10
H -2.60148 0.23380 1.72860 0.13
H 2.28634 1.36227 3.20550 0.13
H 0.73084 1.24642 2.35147 0.11
H 1.79138 0.72180 0.26735 0.07
H 2.66439 2.11183 0.91346 0.13
```

Its spin multiplicity is 1. The SMILES is O=C(NCCN1CCN(c2ccccc2)CC1)C1CCN(S(=O)(=O)N2CCOCC2)CC1. The gap between HOMO and LUMO comes out at 0.30532 Ha. The LUMO energy comes out at 0.606 eV. Its HOMO energy is -7.7024 eV.